DFT (ωB97M-V/def2-TZVPD) results for a molecular structure, C96H86AsF21N2 at a distorted geometry.

The geometry in XYZ format:
```
206
Properties=species:S:1:pos:R:3:lowdin_charge:R:1
C -4.3657 -19.0211 22.5001 -0.034
C -3.8975 -17.7277 23.2266 -0.148
N -4.1807 -17.7891 24.6759 -0.036
C -3.3022 -17.8138 25.7832 0.010
C -4.0695 -17.8747 26.9663 0.021
N -5.4156 -17.9263 26.5500 -0.060
C -5.4608 -17.8179 25.1897 0.019
C -6.6552 -17.9831 27.3036 0.003
H -4.1707 -19.0114 21.4277 0.069
H -5.4441 -19.1786 22.5199 0.056
H -3.9053 -19.8947 22.9615 0.084
H -4.3542 -16.8010 22.8791 0.114
H -2.8250 -17.5423 23.1693 0.104
H -2.2382 -17.8438 25.6004 0.126
H -3.7745 -17.9732 28.0005 0.128
H -6.3178 -17.8017 24.5327 0.140
H -6.5519 -18.7375 28.0835 0.108
H -7.5001 -18.2864 26.6853 0.075
H -6.9860 -17.0486 27.7566 0.078
As -8.2935 -15.0889 23.7936 0.936
F -8.9324 -16.7673 24.0965 -0.296
F -9.5862 -14.3174 24.7307 -0.251
F -7.5195 -13.5375 23.4097 -0.265
F -6.9455 -15.9245 22.9102 -0.295
F -9.2766 -14.9806 22.3118 -0.271
F -7.3231 -15.2128 25.3374 -0.304
F -14.3003 -20.0570 23.5149 0.025
C -14.1098 -18.7156 23.8259 -0.266
C -12.8633 -18.1832 23.6524 -0.044
C -12.5981 -16.8630 24.0277 -0.059
C -13.6696 -16.0396 24.4704 -0.072
C -14.9147 -16.6159 24.6781 -0.076
C -15.1564 -17.9328 24.2654 -0.016
H -12.0641 -18.8476 23.3589 0.104
H -11.6344 -16.3804 23.9579 0.085
H -13.4288 -15.0169 24.7205 0.094
H -15.7633 -16.0535 25.0389 0.103
H -16.1772 -18.2846 24.2920 0.114
F -3.6079 -14.9817 31.6937 0.099
C -3.3577 -14.8186 30.4238 -0.297
C -4.3836 -14.5371 29.4898 -0.017
C -4.1144 -14.2909 28.1676 -0.085
C -2.7722 -14.3234 27.7231 -0.082
C -1.7506 -14.6114 28.6507 -0.087
C -2.0156 -14.7970 30.0079 -0.013
H -5.4160 -14.5354 29.8068 0.106
H -4.9032 -13.9938 27.4924 0.089
H -2.4335 -14.0392 26.7378 0.082
H -0.7062 -14.5422 28.3847 0.100
H -1.2387 -14.9768 30.7362 0.113
F -6.4422 -19.8749 20.4284 0.074
C -6.8685 -18.8774 19.6782 -0.308
C -7.3730 -17.7641 20.2164 -0.028
C -7.7808 -16.7293 19.3972 -0.065
C -7.6749 -16.8676 17.9967 -0.088
C -7.1884 -18.0372 17.4536 -0.109
C -6.8341 -19.0762 18.2744 -0.007
H -7.4876 -17.6471 21.2839 0.099
H -7.9304 -15.7438 19.8131 0.090
H -7.8686 -16.0131 17.3652 0.101
H -7.1313 -18.1696 16.3833 0.109
H -6.5677 -20.0391 17.8644 0.119
F -7.7456 -21.1703 25.5286 0.045
C -8.2572 -20.9676 24.3034 -0.298
C -8.8486 -19.7958 23.8935 -0.017
C -9.3726 -19.6996 22.6077 -0.080
C -9.2738 -20.8239 21.8090 -0.080
C -8.7034 -22.0328 22.2400 -0.058
C -8.2453 -22.0640 23.5114 -0.046
H -8.8293 -18.9838 24.6053 0.084
H -9.7827 -18.7916 22.1910 0.090
H -9.5340 -20.6433 20.7765 0.105
H -8.5278 -22.8826 21.5972 0.112
H -7.7785 -22.9212 23.9737 0.124
F -14.5192 -12.4345 29.1173 0.038
C -13.4176 -12.3369 28.3179 -0.262
C -12.8851 -11.0893 27.9767 -0.014
C -11.7376 -11.0639 27.1948 -0.080
C -11.2053 -12.2503 26.6756 -0.086
C -11.7316 -13.5079 26.9871 -0.065
C -12.8503 -13.4894 27.8228 -0.023
H -13.2976 -10.1577 28.3350 0.112
H -11.3654 -10.0959 26.8935 0.101
H -10.2579 -12.2374 26.1572 0.077
H -11.2660 -14.3836 26.5598 0.075
H -13.2228 -14.4772 28.0502 0.099
F -13.2023 -19.4678 16.6055 0.041
C -12.6512 -18.9888 17.7483 -0.251
C -13.2472 -19.3095 18.9969 -0.003
C -12.8079 -18.6884 20.1946 -0.072
C -11.7841 -17.7570 20.1414 -0.089
C -11.2020 -17.4238 18.8912 -0.072
C -11.5730 -18.0586 17.6822 0.004
H -14.1083 -19.9605 19.0334 0.106
H -13.3355 -18.8734 21.1186 0.080
H -11.3613 -17.2350 20.9871 0.086
H -10.4075 -16.6957 18.8198 0.065
H -10.9769 -17.9162 16.7929 0.105
F -7.9687 -10.7973 17.4967 0.043
C -7.2628 -11.7251 18.2145 -0.250
C -5.9486 -12.0234 17.8064 -0.010
C -5.1302 -12.8232 18.6583 -0.068
C -5.6803 -13.4001 19.8067 -0.107
C -6.9408 -13.0849 20.2213 -0.090
C -7.7468 -12.3175 19.4037 -0.016
H -5.5199 -11.6170 16.9023 0.108
H -4.1640 -13.2460 18.4259 0.093
H -5.0542 -14.0040 20.4467 0.097
H -7.2899 -13.4604 21.1718 0.076
H -8.6916 -11.9526 19.7787 0.093
F -2.8626 -8.1418 23.5356 0.042
C -3.6369 -8.5431 22.4825 -0.307
C -4.9542 -8.7614 22.6396 -0.011
C -5.6988 -9.1838 21.4856 -0.014
C -5.0404 -9.3207 20.2471 -0.107
C -3.7547 -9.0346 20.0749 -0.092
C -3.0284 -8.7055 21.2214 -0.023
H -5.4335 -8.6625 23.6023 0.112
H -6.7210 -9.4875 21.6568 0.091
H -5.7154 -9.7515 19.5224 0.090
H -3.2585 -9.1308 19.1205 0.112
H -1.9769 -8.4656 21.1658 0.112
F -9.1692 -19.7165 27.5844 0.074
C -9.6883 -20.6191 28.3802 -0.303
C -10.6928 -20.2977 29.3008 0.005
C -11.2114 -21.2848 30.1089 -0.089
C -10.6524 -22.5306 30.0922 -0.109
C -9.7057 -22.8603 29.1457 -0.071
C -9.2125 -21.8930 28.2541 -0.008
H -11.0365 -19.2784 29.3977 0.092
H -11.9961 -20.9963 30.7925 0.109
H -11.0217 -23.2824 30.7739 0.103
H -9.4349 -23.8894 28.9611 0.104
H -8.4507 -22.1066 27.5188 0.102
F -8.1718 -15.6648 29.2124 0.043
C -9.4506 -16.0027 29.0367 -0.289
C -9.8811 -16.3815 27.7918 -0.030
C -11.1383 -16.9291 27.6410 -0.099
C -12.0119 -16.9447 28.6887 -0.108
C -11.5854 -16.4676 29.9542 -0.069
C -10.3054 -15.9692 30.1284 -0.006
H -9.2518 -16.3393 26.9151 0.099
H -11.4075 -17.3416 26.6799 0.109
H -12.9973 -17.3764 28.5940 0.110
H -12.1763 -16.4807 30.8581 0.106
H -10.0322 -15.5470 31.0842 0.118
F -1.1319 -15.8010 22.5447 0.000
C -1.7239 -14.5416 22.6280 -0.258
C -2.6166 -14.2465 23.6484 -0.051
C -3.2617 -13.0426 23.6851 -0.055
C -2.7967 -12.0180 22.8278 -0.057
C -1.8072 -12.2324 21.8679 -0.041
C -1.2875 -13.5529 21.7512 -0.013
H -2.7762 -15.0580 24.3429 0.095
H -3.9595 -12.8615 24.4892 0.107
H -3.3040 -11.0755 22.9720 0.084
H -1.4800 -11.4015 21.2605 0.099
H -0.4848 -13.7703 21.0621 0.115
F -11.4282 -12.5986 16.1792 0.048
C -11.6040 -12.7845 17.5146 -0.257
C -10.8120 -13.6243 18.3254 -0.018
C -11.0720 -13.7333 19.7208 -0.061
C -12.2178 -13.0615 20.2517 -0.098
C -12.9924 -12.2666 19.4723 -0.095
C -12.6830 -12.1199 18.1050 -0.014
H -9.9379 -14.0726 17.8767 0.097
H -10.4337 -14.2594 20.4152 0.072
H -12.3787 -13.1174 21.3182 0.101
H -13.7839 -11.6635 19.8922 0.105
H -13.2602 -11.4328 17.5042 0.110
F -2.6195 -19.8209 17.3353 0.076
C -2.6924 -18.6930 18.0489 -0.305
C -1.8245 -18.4880 19.0942 -0.019
C -1.8626 -17.3082 19.8372 -0.084
C -2.8413 -16.3491 19.5937 -0.088
C -3.7040 -16.5529 18.5263 -0.054
C -3.6300 -17.7353 17.7752 -0.011
H -1.0832 -19.2332 19.3423 0.115
H -1.1792 -17.2215 20.6690 0.088
H -2.8092 -15.4526 20.1950 0.080
H -4.3463 -15.7044 18.3422 0.087
H -4.2957 -18.0005 16.9672 0.110
F -6.5504 -9.8904 26.1598 0.065
C -7.2259 -10.4914 27.1331 -0.307
C -8.0157 -9.7320 28.0169 -0.024
C -8.6617 -10.3467 29.0591 -0.092
C -8.7145 -11.7448 29.1756 -0.060
C -8.0094 -12.4964 28.1984 -0.064
C -7.2357 -11.8556 27.2331 -0.028
H -7.9546 -8.6550 28.0692 0.118
H -9.2401 -9.7250 29.7264 0.106
H -9.0863 -12.2937 30.0281 0.099
H -7.9171 -13.5624 28.3452 0.080
H -6.6309 -12.4139 26.5337 0.105
F -9.7341 -7.0629 24.1141 0.043
C -9.6157 -8.3222 23.6207 -0.234
C -8.9823 -9.3260 24.4172 0.008
C -8.8857 -10.6231 23.8979 -0.079
C -9.3534 -10.8583 22.6142 -0.092
C -9.8908 -9.8435 21.8021 -0.091
C -9.9864 -8.5826 22.2973 -0.035
H -8.4608 -9.1250 25.3414 0.080
H -8.3735 -11.4604 24.3482 0.081
H -9.3156 -11.8599 22.2120 0.081
H -10.2910 -10.1006 20.8325 0.102
H -10.3255 -7.8077 21.6257 0.117
```

Results
Gap between HOMO and LUMO ... 8.785 eV
E_tot ... -8152.25847 hartree